1.
A single C6H7IS molecule, computed with wB97M-V/def2-TZVPD.

```
15
Properties=species:S:1:pos:R:3:forces:R:3:lowdin_charge:R:1
C 2.685 -0.790 -0.919 0.3 -1.8 2.6 -0.10
C 1.313 -0.893 -0.444 0.6 -1.3 -1.2 -0.13
C 0.167 -1.162 -0.228 -0.5 0.7 1.0 -0.10
C -1.201 -1.277 0.121 -2.0 -2.2 -1.2 -0.21
C -1.912 -0.593 1.024 0.5 1.2 0.7 -0.41
S -1.138 0.766 1.916 0.3 -0.1 -1.0 0.79
C -1.238 1.967 0.577 0.4 0.5 0.9 -0.92
I 0.479 2.391 -0.764 -0.7 0.3 0.9 0.72
H 3.343 -1.660 -0.591 -0.8 1.2 0.6 0.11
H 3.011 0.146 -0.574 1.2 1.1 0.4 0.04
H 2.869 -0.892 -1.922 -0.5 0.3 -2.9 0.05
H -1.708 -2.104 -0.514 0.5 1.5 1.2 0.14
H -2.970 -0.516 1.336 0.6 -1.3 -1.0 0.07
H -1.693 2.791 1.102 1.1 1.3 0.0 -0.01
H -2.008 1.824 -0.121 -0.8 -1.2 -1.0 -0.03
```
Positions in Å, forces in eV/Å.

The HOMO energy comes out at -0.319 Eh. The SMILES is CC#C/C=C\SCI. As for the spin multiplicity: 1. The value obtained for the LUMO energy is 0.038 eV. As for the HOMO-LUMO gap: 8.732 eV.



2.
A molecular structure, C6H7LiO3Rb, computed with wB97M-V/def2-TZVPD.

```
18
Properties=species:S:1:pos:R:3:forces:R:3:lowdin_charge:R:1
O -2.608 1.775 -0.033 -3.0 1.0 -4.8 -0.17
C -0.860 1.496 0.958 5.2 -2.0 3.1 -0.09
C -1.070 1.832 -0.511 -1.7 -0.5 3.8 -0.50
O -0.525 1.036 -1.377 -0.5 -0.3 0.0 -0.25
H -3.045 1.504 0.775 1.0 -0.3 0.2 0.04
H -1.280 1.806 1.922 -1.4 0.7 -1.1 0.09
H 0.120 1.957 1.180 1.1 -1.1 0.3 0.09
H -0.930 2.923 -0.700 -0.5 -0.7 0.1 0.15
Li 0.897 -0.002 -1.639 -0.5 0.1 0.1 0.73
C -0.928 -0.283 1.471 -0.2 2.8 -0.9 -0.08
C 0.120 -1.055 0.925 1.8 -1.0 -1.4 -0.01
C 1.036 -1.671 0.370 -1.7 1.1 1.3 0.01
C 2.046 -2.156 -0.461 0.3 0.3 -1.5 -0.26
O 2.208 -1.691 -1.620 -0.1 -0.4 1.2 -0.09
Rb 4.956 -3.596 -4.783 -0.1 0.0 0.0 0.98
H -1.902 -0.581 1.060 0.3 0.0 0.1 0.12
H -0.930 -0.327 2.568 -0.1 0.2 -0.3 0.11
H 2.696 -2.969 -0.104 -0.1 0.2 -0.1 0.13
```
Positions in Å, forces in eV/Å.

The HOMO energy comes out at -0.352 Eh. As for the spin multiplicity: 1. The value obtained for the LUMO energy is -4.515 eV. As for the HOMO-LUMO gap: 5.075 eV. The net charge is +1.



3.
A molecular structure, C6H7LiO3Tm, computed with wB97M-V/def2-TZVPD.

```
18
Properties=species:S:1:pos:R:3:forces:R:3:mulliken_spin:R:1
O -1.641 -2.092 -0.829 2.5 0.9 -0.8 0.00
C -0.097 -2.132 -0.748 -1.5 -3.5 1.7 0.00
C -0.327 -2.261 0.730 3.5 1.4 -0.2 0.00
O 0.040 -1.388 1.544 -1.0 0.1 -0.1 0.00
H -2.030 -2.903 -0.491 -0.2 -0.8 -0.5 0.00
H 0.605 -1.641 -1.430 -1.1 1.7 0.6 0.01
H 0.490 -3.060 -0.914 -1.5 -0.9 -0.6 0.01
H -0.513 -3.283 1.111 -0.8 0.5 -0.2 0.00
Tm 1.097 0.509 1.991 0.3 -3.2 0.2 1.07
C -0.205 0.492 -2.012 0.0 1.8 -1.2 0.43
C -0.035 1.446 -1.079 0.5 0.5 1.3 -0.04
C 0.196 2.265 -0.142 -0.3 -1.7 -1.4 0.24
C 0.380 3.059 0.933 0.0 0.8 1.2 0.15
O 0.943 2.593 2.031 -0.2 2.7 -0.7 0.08
Li 1.478 3.656 3.482 0.1 0.8 0.5 0.00
H 0.691 0.096 -2.499 -0.2 -0.3 0.3 0.01
H -1.120 0.538 -2.609 0.0 -0.4 0.2 0.03
H 0.049 4.104 0.932 -0.1 -0.2 -0.1 0.02
```
Positions in Å, forces in eV/Å.

The HOMO energy (alpha / beta) comes out at -0.758 / -0.707 Eh. As for the spin multiplicity: 3. The value obtained for the LUMO energy (alpha / beta) is -12.768 / -13.917 eV. As for the HOMO-LUMO gap (alpha / beta): 7.850 / 5.324 eV. The net charge is +3.



4.
A molecular structure, C6H7LiO6Sm, computed with wB97M-V/def2-TZVPD.

```
21
Properties=species:S:1:pos:R:3:forces:R:3:mulliken_spin:R:1
Sm 2.368 1.998 -1.341 -2.3 -2.6 0.7 6.11
O 0.379 0.413 -1.102 3.2 2.7 -3.2 -0.02
O 0.954 -1.884 -0.957 -0.1 0.6 0.3 -0.02
C 2.309 -2.131 -1.324 0.3 -0.2 -0.3 0.03
C 3.081 -1.378 -0.251 0.5 -0.7 0.2 -0.01
O 2.212 -0.271 0.027 0.0 1.0 -0.2 0.00
C 0.875 -0.618 -0.406 -1.4 1.1 -0.4 -0.14
H 2.481 -3.212 -1.313 0.0 0.3 0.0 0.01
H 2.510 -1.731 -2.329 -0.1 -0.1 0.2 -0.02
H 4.047 -0.991 -0.592 -0.1 -0.2 0.1 0.01
H 3.215 -1.973 0.662 0.0 0.2 -0.2 0.00
Li -5.900 -0.690 -0.924 0.3 0.1 0.3 0.00
O -4.410 0.710 -0.630 0.7 -0.5 -0.4 0.00
O -2.508 0.108 0.406 2.4 -0.2 -0.6 0.00
C -1.593 -0.803 0.492 -2.4 2.1 -0.1 0.00
C -0.193 -0.442 0.643 -1.5 -5.4 3.3 0.04
O -4.286 -1.350 0.192 0.6 -0.4 -0.6 0.00
C -3.840 -0.247 -0.117 -2.6 0.4 1.3 0.00
H -1.991 -1.747 0.894 -0.2 -0.5 -1.6 0.00
H -0.111 0.501 1.204 0.2 -0.8 0.0 0.01
H -0.322 -1.612 1.131 2.5 2.9 1.4 0.00
```
Positions in Å, forces in eV/Å.

The HOMO energy (alpha / beta) comes out at -0.529 / -0.600 Eh. As for the spin multiplicity: 7. The value obtained for the LUMO energy (alpha / beta) is -10.150 / -8.193 eV. As for the HOMO-LUMO gap (alpha / beta): 4.240 / 8.140 eV. The net charge is +2.



5.
A single C6H7N molecule, computed with wB97M-V/def2-TZVPD.

```
14
Properties=species:S:1:pos:R:3:forces:R:3:lowdin_charge:R:1
C 1.223 -0.945 0.310 0.1 0.0 0.1 -0.06
C -0.052 -0.208 0.003 -0.2 -0.1 0.2 -0.33
C 0.039 0.951 -0.961 -0.1 0.0 -0.1 -0.14
C 0.990 1.947 -0.443 0.7 0.7 0.4 -0.22
N 1.750 2.695 0.006 -0.7 -0.7 -0.5 0.15
C -1.205 -0.528 0.589 -0.1 0.2 -0.2 -0.23
C -2.576 -0.291 0.775 0.3 0.0 -0.1 0.17
H 1.669 -1.343 -0.610 0.0 0.1 0.1 0.09
H 1.967 -0.295 0.785 -0.1 -0.1 -0.1 0.08
H 1.032 -1.797 0.969 0.0 0.2 -0.1 0.08
H -1.130 -1.231 1.447 -0.2 -0.4 0.1 0.14
H 0.389 0.625 -1.947 0.0 0.1 0.1 0.12
H -0.934 1.435 -1.094 0.1 -0.1 0.0 0.12
H -3.161 -1.016 0.171 0.1 0.1 0.1 0.03
```
Positions in Å, forces in eV/Å.

The HOMO energy comes out at -0.314 Eh. As for the spin multiplicity: 1. The value obtained for the LUMO energy is -0.923 eV. As for the HOMO-LUMO gap: 7.616 eV.



6.
A single C6H7N molecule, computed with wB97M-V/def2-TZVPD.

```
14
Properties=species:S:1:pos:R:3:forces:R:3:lowdin_charge:R:1
C 3.384 0.868 -0.038 -0.4 -0.4 1.2 0.10
C 2.425 0.125 -0.004 1.4 1.2 -0.5 -0.25
N 1.578 -0.834 -0.272 -2.5 -1.4 -0.3 0.12
C 0.335 -0.766 0.003 0.5 0.1 0.2 -0.23
C -0.959 -1.449 -0.033 0.5 -1.3 0.3 -0.05
C -0.831 -0.065 0.571 0.8 1.0 -0.2 -0.23
C -1.482 0.961 -0.345 1.9 1.1 1.0 -0.05
H 4.136 1.399 0.488 0.3 0.5 -0.4 0.01
H -1.491 -1.619 -0.987 0.2 0.2 0.7 0.13
H -1.063 -2.190 0.765 -0.1 -0.3 -0.7 0.11
H -0.874 0.003 1.683 -0.3 0.2 -1.1 0.16
H -1.478 2.017 -0.084 0.6 -0.1 0.2 0.09
H -2.450 0.698 -0.374 -3.9 -0.8 0.2 0.03
H -1.231 0.852 -1.373 1.0 -0.1 -0.8 0.08
```
Positions in Å, forces in eV/Å.

The HOMO energy comes out at -0.324 Eh. The SMILES is C#C/N=C1/C[C@@H]1C. As for the spin multiplicity: 1. The value obtained for the LUMO energy is 0.348 eV. As for the HOMO-LUMO gap: 9.165 eV.



7.
A single C6H7N molecule, computed with wB97M-V/def2-TZVPD.

```
14
Properties=species:S:1:pos:R:3:forces:R:3:lowdin_charge:R:1
C -0.119 1.159 -0.647 0.6 -0.2 -0.5 0.14
C -0.306 0.473 0.622 0.6 -1.3 -1.8 -0.40
C 0.292 -1.026 -1.085 -0.3 -0.1 2.9 -0.44
C 0.904 0.294 -1.445 -1.4 1.0 1.1 -0.15
C -0.237 -0.843 0.361 0.5 -1.2 -1.6 0.06
C -0.587 1.190 1.841 2.7 0.6 1.5 -0.06
N 0.183 -1.916 -1.951 -1.1 -2.3 -0.9 0.12
H 0.825 0.323 -2.561 1.0 0.8 1.1 0.12
H 1.817 0.518 -0.797 -0.5 -0.4 -1.6 0.15
H -0.507 -1.660 1.033 -0.1 0.1 -0.3 0.12
H -1.582 1.311 2.080 -2.3 0.2 0.3 0.05
H -0.194 2.149 1.502 -0.1 0.7 1.2 0.08
H -0.072 0.800 2.792 -0.5 0.5 -1.6 0.12
H -0.418 -2.773 -1.746 1.0 1.6 0.2 0.08
```
Positions in Å, forces in eV/Å.

The HOMO energy (alpha / beta) comes out at -0.312 / -0.312 Eh. As for the spin multiplicity: 1. The value obtained for the LUMO energy (alpha / beta) is -0.591 / -0.591 eV. As for the HOMO-LUMO gap (alpha / beta): 7.906 / 7.906 eV.



8.
A single C6H7N molecule, computed with wB97M-V/def2-TZVPD.

```
14
Properties=species:S:1:pos:R:3:forces:R:3:lowdin_charge:R:1
C 1.208 1.294 -1.806 -0.7 -0.3 0.0 0.13
C 0.806 0.773 -0.790 0.0 0.6 -0.3 -0.10
C 0.067 0.118 0.343 -0.9 0.5 -0.4 -0.57
C 0.526 -1.349 0.392 -2.4 -0.5 -2.1 -0.04
C -1.440 0.146 -0.085 1.5 -1.2 -0.9 -0.03
C 0.306 0.801 1.634 3.4 1.8 5.9 -0.14
N 0.768 1.176 2.698 -3.0 -2.0 -6.1 0.15
H 1.357 1.728 -2.802 0.2 -0.4 1.2 0.05
H 0.006 -2.018 1.108 0.2 0.8 -0.2 0.10
H 1.564 -1.327 0.560 1.3 -0.6 -0.1 0.07
H 0.171 -1.662 -0.697 1.5 0.0 2.2 0.13
H -1.423 -0.493 -1.010 -0.6 1.1 0.6 0.10
H -2.080 -0.310 0.617 -0.5 -1.0 1.1 0.07
H -1.835 1.124 -0.162 -0.1 1.1 -0.8 0.08
```
Positions in Å, forces in eV/Å.

The HOMO energy comes out at -0.390 Eh. The SMILES is C#CC(C)(C)C#N. As for the spin multiplicity: 1. The value obtained for the LUMO energy is 0.761 eV. As for the HOMO-LUMO gap: 11.378 eV.